Entry 1:
{"formula": "C22H69N9O10", "method": "the ωB97M-V functional and the def2-TZVPD basis", "mol_weight_da": 619.85, "multiplicity": 2, "fmax_ev_per_a": 6.378, "homo_ev": [-10.93, -10.93], "s2": 0.7553, "e_lumo_ha": [-0.0826, -0.3129], "charge": 1, "gap_ev": [8.69, 2.42], "elements": ["C", "O", "N", "N", "H", "H", "H", "H", "C", "O", "N", "N", "H", "H", "H", "H", "C", "C", "C", "O", "C", "N", "H", "H", "H", "H", "H", "H", "H", "H", "H", "H", "H", "C", "C", "C", "O", "C", "N", "H", "H", "H", "H", "H", "H", "H", "H", "H", "H", "H", "C", "C", "C", "O", "C", "N", "H", "H", "H", "H", "H", "H", "H", "H", "H", "H", "H", "C", "C", "C", "O", "C", "N", "H", "H", "H", "H", "H", "H", "H", "H", "H", "H", "H", "C", "C", "C", "O", "C", "N", "H", "H", "H", "H", "H", "H", "H", "H", "H", "H", "H", "O", "H", "H", "O", "H", "H", "O", "H", "H"], "positions_angstrom": [[18.857, -16.082, 23.304], [18.961, -14.924, 23.424], [18.875, -16.731, 22.193], [18.832, -16.914, 24.362], [19.099, -16.226, 21.347], [18.998, -17.728, 22.296], [18.968, -17.911, 24.275], [18.948, -16.506, 25.279], [21.739, -12.594, 23.731], [20.902, -12.008, 23.072], [22.779, -11.995, 24.129], [21.804, -13.879, 23.904], [23.409, -12.465, 24.763], [22.940, -11.048, 23.815], [20.974, -14.417, 23.697], [22.614, -14.273, 24.360], [23.911, -16.053, 22.713], [23.578, -17.306, 23.497], [24.308, -17.460, 24.832], [24.030, -16.322, 25.632], [24.471, -16.478, 26.931], [22.135, -17.496, 23.741], [23.274, -16.070, 21.828], [24.934, -15.987, 22.342], [23.704, -15.126, 23.249], [23.780, -18.189, 22.891], [25.378, -17.596, 24.669], [23.921, -18.354, 25.320], [24.013, -17.371, 27.357], [24.095, -15.668, 27.556], [25.523, -16.745, 27.035], [21.742, -16.655, 24.139], [21.930, -18.179, 24.457], [16.794, -17.400, 27.136], [18.171, -18.173, 27.310], [19.260, -17.272, 27.834], [19.371, -16.135, 26.938], [20.490, -15.257, 27.232], [17.983, -19.393, 28.085], [16.326, -17.312, 28.116], [16.113, -17.860, 26.419], [17.016, -16.389, 26.796], [18.540, -18.503, 26.339], [20.163, -17.870, 27.961], [19.011, -16.905, 28.830], [21.375, -15.884, 27.125], [20.556, -14.928, 28.269], [20.429, -14.362, 26.611], [17.342, -19.149, 28.825], [17.574, -20.106, 27.497], [15.518, -8.519, 27.707], [15.069, -8.747, 26.268], [15.645, -10.056, 25.613], [17.103, -10.064, 25.713], [17.729, -11.047, 24.827], [13.624, -8.728, 26.239], [16.569, -8.234, 27.752], [15.231, -9.372, 28.322], [15.057, -7.634, 28.147], [15.453, -7.903, 25.695], [15.335, -10.086, 24.569], [15.286, -10.933, 26.152], [17.504, -12.069, 25.133], [18.812, -10.936, 24.788], [17.275, -10.882, 23.850], [13.257, -8.438, 25.344], [13.295, -9.673, 26.382], [28.473, -11.726, 26.798], [27.115, -11.808, 26.120], [27.020, -12.791, 24.956], [27.373, -14.106, 25.525], [27.493, -15.139, 24.590], [26.235, -12.304, 27.135], [29.258, -11.433, 26.101], [28.801, -12.741, 27.022], [28.672, -10.982, 27.568], [26.790, -10.876, 25.658], [27.781, -12.456, 24.252], [26.088, -12.743, 24.391], [28.454, -15.016, 24.091], [26.777, -15.326, 23.789], [27.562, -16.080, 25.136], [26.326, -11.606, 27.859], [26.718, -13.144, 27.419], [25.404, -9.542, 23.630], [25.456, -8.142, 24.168], [25.813, -7.152, 23.043], [25.845, -5.814, 23.630], [26.049, -4.813, 22.652], [24.112, -7.818, 24.548], [24.666, -9.718, 22.848], [25.084, -10.325, 24.318], [26.396, -9.814, 23.271], [26.168, -7.982, 24.978], [25.003, -7.151, 22.313], [26.741, -7.360, 22.509], [26.858, -5.104, 21.982], [26.509, -3.982, 23.186], [25.070, -4.529, 22.266], [24.121, -6.814, 24.439], [23.505, -8.082, 23.785], [18.964, -13.133, 21.066], [19.912, -13.126, 20.932], [18.841, -13.620, 21.881], [21.153, -10.428, 21.127], [20.743, -10.963, 21.806], [21.843, -10.986, 20.766], [23.857, -13.567, 26.075], [24.608, -13.094, 26.433], [24.095, -14.491, 26.154]], "lowdin_spin": [0.0000, 0.0003, 0.0000, 0.0000, 0.0000, 0.0000, 0.0000, 0.0000, 0.0000, 0.0005, 0.0000, 0.0001, 0.0000, 0.0000, 0.0000, 0.0000, 0.0000, 0.0000, 0.0000, 0.0000, 0.0000, 0.0000, 0.0000, 0.0000, 0.0000, 0.0000, 0.0000, 0.0000, 0.0000, 0.0000, 0.0000, 0.0000, 0.0000, 0.0000, 0.0000, 0.0000, 0.0000, 0.0000, 0.0000, 0.0000, 0.0000, 0.0000, 0.0000, 0.0000, 0.0000, 0.0000, 0.0000, 0.0000, 0.0000, 0.0000, 0.0038, 0.0278, 0.0715, 0.6229, 0.0633, 0.0947, -0.0004, 0.0005, 0.0008, 0.0008, 0.0102, 0.0361, 0.0350, 0.0000, 0.0251, 0.0022, 0.0044, 0.0000, 0.0000, 0.0000, 0.0000, 0.0000, 0.0000, 0.0000, 0.0000, 0.0000, 0.0000, 0.0000, 0.0000, 0.0000, 0.0000, 0.0000, 0.0000, 0.0000, 0.0000, 0.0000, 0.0000, 0.0000, 0.0000, 0.0000, 0.0000, 0.0000, 0.0000, 0.0000, 0.0000, 0.0000, 0.0000, 0.0000, 0.0000, 0.0000, 0.0000, 0.0003, 0.0000, 0.0000, 0.0000, 0.0000, 0.0000, 0.0000, 0.0000, 0.0000]}

Entry 2:
{"formula": "C2H5NO3S", "method": "the ωB97M-V functional and the def2-TZVPD basis", "mol_weight_da": 123.13, "multiplicity": 3, "fmax_ev_per_a": 11.393, "homo_ev": [-5.38, -11.17], "e_above_lowest_kcal_mol": 77.0, "s2": 2.0052, "e_lumo_ha": [0.0236, -0.1270], "charge": 0, "gap_ev": [6.02, 7.72], "elements": ["C", "C", "N", "O", "O", "O", "S", "H", "H", "H", "H", "H"], "positions_angstrom": [[-1.615, 0.554, 0.269], [1.117, -1.008, -0.053], [-1.451, -0.297, -0.602], [1.866, 1.271, 1.189], [1.069, 1.495, -1.162], [-0.585, 1.159, 0.789], [0.991, 0.868, 0.105], [-2.519, 0.842, 0.862], [1.749, -1.194, -0.892], [1.456, -1.578, 0.731], [0.157, -1.257, -0.342], [-2.235, -0.854, -0.894]], "lowdin_spin": [0.6528, 0.0532, 0.9005, 0.0053, 0.0141, 0.2324, 0.0138, 0.0666, 0.0022, 0.0023, 0.0234, 0.0333]}

Entry 3:
{"formula": "C5H8O", "method": "the ωB97M-V functional and the def2-TZVPD basis", "mol_weight_da": 84.12, "multiplicity": 1, "fmax_ev_per_a": 3.122, "homo_ev": -8.62, "e_above_lowest_kcal_mol": 54.9, "e_lumo_ha": 0.0364, "smiles": "CCCC=C=O", "charge": 0, "gap_ev": 9.61, "elements": ["C", "C", "C", "C", "C", "O", "H", "H", "H", "H", "H", "H", "H", "H"], "positions_angstrom": [[-1.036, -1.416, -0.710], [-0.135, -0.458, 0.024], [0.643, 0.629, -0.701], [0.917, 1.483, 0.513], [0.312, 1.054, 1.629], [-0.015, 0.792, 2.727], [-1.463, -2.160, -0.027], [-1.846, -0.881, -1.207], [-0.454, -1.959, -1.461], [0.606, -1.053, 0.601], [-0.792, 0.360, 0.637], [1.569, 0.289, -1.180], [0.010, 1.089, -1.473], [1.685, 2.231, 0.628]], "lowdin_charge": [-0.0952, -0.2885, -0.2082, -0.0990, -0.3059, 0.1450, 0.0775, 0.0744, 0.0784, 0.1393, 0.1497, 0.1153, 0.1140, 0.1032]}

Entry 4:
{"formula": "C19H22O3S2", "method": "the ωB97M-V functional and the def2-TZVPD basis", "mol_weight_da": 362.52, "multiplicity": 1, "fmax_ev_per_a": 2.387, "homo_ev": -5.49, "e_above_lowest_kcal_mol": 57.2, "e_lumo_ha": -0.1096, "charge": 0, "gap_ev": 2.51, "elements": ["C", "C", "C", "O", "C", "S", "S", "H", "H", "H", "H", "H", "H", "H", "C", "O", "C", "C", "C", "C", "C", "C", "C", "C", "C", "O", "C", "C", "C", "C", "C", "H", "H", "H", "H", "H", "H", "H", "H", "H", "H", "H", "H", "H", "H", "H"], "positions_angstrom": [[6.906, -0.092, -1.163], [6.258, -0.106, 0.214], [6.250, -1.501, 0.823], [4.906, 0.396, 0.122], [4.407, 0.947, 1.259], [2.767, 1.310, 1.263], [5.314, 1.278, 2.631], [7.912, -0.508, -1.128], [6.316, -0.683, -1.862], [6.966, 0.921, -1.562], [6.815, 0.586, 0.868], [7.251, -1.930, 0.858], [5.840, -1.490, 1.833], [5.619, -2.157, 0.225], [-1.362, -0.092, -5.624], [-0.603, 0.827, -4.875], [-0.830, 0.805, -3.503], [-0.220, 1.815, -2.741], [-0.411, 1.899, -1.394], [-1.246, 0.985, -0.715], [-1.420, 1.142, 0.681], [-2.423, 0.594, 1.513], [-2.272, 0.706, 2.913], [-3.206, 0.195, 3.766], [-4.354, -0.456, 3.287], [-5.219, -0.997, 4.235], [-6.143, -1.934, 3.733], [-4.547, -0.509, 1.895], [-3.619, 0.008, 1.035], [-1.815, -0.063, -1.476], [-1.614, -0.146, -2.827], [-1.143, 0.069, -6.680], [-1.091, -1.114, -5.357], [-2.426, 0.077, -5.452], [0.396, 2.531, -3.255], [0.066, 2.685, -0.833], [-0.702, 1.779, 1.172], [-1.399, 1.197, 3.306], [-3.080, 0.273, 4.831], [-6.657, -2.389, 4.581], [-6.876, -1.443, 3.093], [-5.616, -2.712, 3.179], [-5.458, -0.924, 1.504], [-3.833, 0.029, -0.019], [-2.361, -0.842, -0.976], [-2.045, -0.964, -3.374]], "lowdin_charge": [-0.0525, -0.4891, -0.0619, -0.1941, -1.4228, 0.4055, 0.5147, 0.0772, 0.0762, 0.0770, 0.0740, 0.0787, 0.0579, 0.0805, -0.0830, -0.0559, -0.1980, 0.0271, 0.0134, -0.1881, 0.1132, -0.1921, 0.0131, 0.0205, -0.2054, -0.0624, -0.0819, 0.0006, -0.0025, -0.0003, 0.0031, 0.1005, 0.0960, 0.0990, 0.1295, 0.1215, 0.1255, 0.1306, 0.1274, 0.1005, 0.0922, 0.1017, 0.1082, 0.1084, 0.1102, 0.1066]}

Entry 5:
{"formula": "C25H20MnN9O7S4", "method": "the ωB97M-V functional and the def2-TZVPD basis", "mol_weight_da": 741.70, "multiplicity": 2, "fmax_ev_per_a": 1.971, "homo_ev": [-4.40, -4.25], "e_above_lowest_kcal_mol": 12.4, "s2": 0.8019, "e_lumo_ha": [0.0480, 0.0480], "charge": -1, "gap_ev": [5.71, 5.55], "elements": ["Mn", "N", "C", "N", "C", "C", "S", "C", "C", "S", "C", "N", "N", "H", "H", "H", "H", "H", "H", "S", "C", "C", "C", "C", "N", "C", "C", "C", "S", "C", "N", "H", "H", "C", "N", "C", "C", "C", "O", "H", "H", "H", "H", "H", "H", "H", "H", "H", "O", "C", "O", "C", "C", "C", "C", "C", "C", "N", "O", "O", "N", "O", "O", "H", "H", "H"], "positions_angstrom": [[-0.322, -0.066, -0.158], [-0.199, 3.507, -0.880], [-0.354, 3.150, 0.435], [-0.308, 1.930, 0.864], [-0.500, 1.854, 2.232], [-0.753, 3.028, 2.842], [-0.724, 4.307, 1.677], [-0.280, 0.536, 2.838], [0.082, 0.265, 4.106], [0.429, -1.421, 4.256], [0.100, -1.638, 2.559], [-0.283, -0.540, 1.971], [0.156, -2.850, 1.964], [0.147, 2.758, -1.475], [0.254, 4.384, -1.053], [-0.936, 3.220, 3.891], [0.213, 0.947, 4.936], [0.804, -3.505, 2.362], [0.179, -2.817, 0.942], [-0.557, -2.348, -1.094], [-0.121, -2.124, -2.772], [0.133, -3.256, -3.568], [0.415, -3.167, -4.925], [0.631, -4.377, -5.693], [0.790, -5.354, -6.286], [0.459, -1.905, -5.529], [0.228, -0.779, -4.753], [-0.063, -0.851, -3.384], [-0.388, 0.631, -2.510], [0.733, -1.764, -6.942], [0.940, -1.633, -8.070], [0.095, -4.230, -3.096], [0.270, 0.199, -5.215], [-3.365, 2.240, -1.563], [-3.809, 0.867, -1.693], [-4.631, 0.539, -2.856], [-3.275, -0.095, -0.928], [-3.816, -1.479, -1.132], [-2.433, 0.141, -0.054], [-4.233, 2.905, -1.551], [-2.705, 2.506, -2.388], [-2.823, 2.342, -0.636], [-4.883, 1.464, -3.367], [-5.558, 0.039, -2.570], [-4.089, -0.097, -3.557], [-4.905, -1.487, -0.994], [-3.341, -2.140, -0.424], [-3.588, -1.837, -2.138], [2.897, -1.122, 1.481], [2.614, -0.282, 0.625], [1.603, -0.230, -0.127], [3.608, 0.868, 0.492], [4.846, 0.714, 1.091], [5.768, 1.731, 1.021], [5.498, 2.914, 0.380], [4.259, 3.055, -0.200], [3.306, 2.049, -0.168], [3.969, 4.351, -0.864], [2.857, 4.547, -1.245], [4.870, 5.132, -0.974], [7.100, 1.564, 1.665], [7.329, 0.520, 2.215], [7.872, 2.489, 1.602], [5.075, -0.206, 1.613], [6.227, 3.708, 0.338], [2.346, 2.167, -0.650]], "lowdin_spin": [0.9869, 0.0002, 0.0008, -0.0032, -0.0006, -0.0002, 0.0002, -0.0004, 0.0000, 0.0002, 0.0012, -0.0037, 0.0006, 0.0000, 0.0000, 0.0000, 0.0000, 0.0000, 0.0001, -0.0094, -0.0004, -0.0008, 0.0008, 0.0001, 0.0004, 0.0005, -0.0005, -0.0005, -0.0079, 0.0000, 0.0002, -0.0002, -0.0002, -0.0002, -0.0008, 0.0000, 0.0001, 0.0002, 0.0128, 0.0000, -0.0001, -0.0001, 0.0000, 0.0000, 0.0000, -0.0001, -0.0001, 0.0001, -0.0020, 0.0007, 0.0255, 0.0007, -0.0001, 0.0000, -0.0003, 0.0000, -0.0003, 0.0000, 0.0000, 0.0000, 0.0000, 0.0000, 0.0000, 0.0000, 0.0000, -0.0002]}

Entry 6:
{"formula": "C2H7N3S", "method": "the ωB97M-V functional and the def2-TZVPD basis", "mol_weight_da": 105.17, "multiplicity": 1, "fmax_ev_per_a": 7.585, "homo_ev": -8.67, "e_above_lowest_kcal_mol": 42.0, "e_lumo_ha": 0.0320, "smiles": "[H]/N=C(\\CN)NS", "charge": 0, "gap_ev": 9.54, "elements": ["H", "N", "C", "C", "N", "N", "S", "H", "H", "H", "H", "H", "H"], "positions_angstrom": [[-0.743, 0.328, -2.244], [-1.246, 0.625, -1.438], [-0.507, 0.526, -0.413], [0.979, 0.241, -0.444], [1.023, -1.226, -0.025], [-1.196, 0.664, 0.899], [-0.663, 0.598, 2.425], [1.444, 0.350, -1.510], [1.308, 0.927, 0.310], [0.522, -1.755, -0.877], [1.842, -1.620, 0.134], [-2.153, 1.141, 0.680], [-0.610, -0.800, 2.502]], "lowdin_charge": [0.0262, 0.1152, -0.4824, -0.2007, 0.0067, -0.5072, 0.6973, 0.1371, 0.0760, 0.1393, -0.0204, 0.1223, -0.1093]}

Entry 7:
{"formula": "C4H13N2Si", "method": "the ωB97M-V functional and the def2-TZVPD basis", "mol_weight_da": 117.25, "multiplicity": 1, "fmax_ev_per_a": 1.990, "homo_ev": -14.29, "e_above_lowest_kcal_mol": 5.1, "e_lumo_ha": -0.1493, "charge": 1, "gap_ev": 10.23, "elements": ["C", "C", "C", "C", "N", "N", "Si", "H", "H", "H", "H", "H", "H", "H", "H", "H", "H", "H", "H", "H"], "positions_angstrom": [[1.730, 1.476, -0.487], [0.817, -2.639, 0.329], [-1.975, 1.359, 1.446], [-1.909, -0.075, -1.481], [0.607, 1.040, -0.052], [2.883, 1.019, -0.041], [-1.026, 0.819, -0.080], [1.792, 2.268, -1.237], [1.579, -3.122, -0.269], [1.003, -2.842, 1.375], [-0.150, -3.043, 0.058], [-2.442, 2.331, 1.299], [-2.767, 0.651, 1.683], [-1.325, 1.439, 2.315], [-1.319, -0.101, -2.395], [-2.132, -1.105, -1.204], [-2.857, 0.410, -1.705], [0.833, -1.568, 0.159], [3.757, 1.369, -0.397], [2.898, 0.313, 0.685]], "lowdin_charge": [-0.2892, -0.0319, -0.1582, -0.1538, -0.0505, 0.1636, 0.8300, 0.1478, 0.0268, 0.0257, 0.0185, 0.0427, 0.0420, 0.0415, 0.0416, 0.0418, 0.0424, -0.0375, 0.1253, 0.1312]}

Entry 8:
{"formula": "C3H8NO", "method": "the ωB97M-V functional and the def2-TZVPD basis", "mol_weight_da": 74.10, "multiplicity": 1, "fmax_ev_per_a": 3.275, "homo_ev": [-14.69, -13.74], "e_above_lowest_kcal_mol": 145.6, "e_lumo_ha": [-0.1841, -0.1544], "charge": 1, "gap_ev": [9.68, 9.54], "elements": ["C", "C", "C", "N", "O", "H", "H", "H", "H", "H", "H", "H", "H"], "positions_angstrom": [[0.302, 1.220, -0.055], [0.948, -0.111, 0.166], [-1.455, -0.719, -0.167], [-0.242, -0.042, -0.673], [2.077, -0.624, -0.139], [-0.162, 1.767, 0.755], [0.825, 2.002, -0.591], [0.163, -0.683, 2.560], [-1.549, -0.244, 0.833], [-2.366, -0.479, -0.854], [-1.404, -1.858, -0.132], [-0.090, -0.105, -1.701], [2.953, -0.123, -0.001]], "lowdin_charge": [0.0342, -0.3221, -0.0069, -0.0429, 0.1364, 0.1288, 0.1354, 0.1621, 0.0804, 0.1391, 0.1323, 0.2141, 0.2092]}

Which of these has the lowest charge? C25H20MnN9O7S4